C37H37N4O | ωB97M-V/def2-TZVPD

Geometry (Å):
1 C -4.98 0.51 1.35
2 N -4.02 -0.14 0.49
3 C -4.32 -0.58 -0.77
4 O -5.43 -0.55 -1.30
5 C -3.02 -1.07 -1.41
6 C -2.66 -0.28 -2.66
7 C -2.56 1.19 -2.34
8 C -3.72 1.96 -2.37
9 C -3.69 3.31 -2.02
10 C -2.48 3.91 -1.66
11 C -1.30 3.14 -1.66
12 C -1.34 1.80 -2.04
13 N -2.06 -0.89 -0.32
14 C -0.73 -1.03 -0.46
15 C 0.17 -0.61 0.52
16 C 1.50 -1.01 0.50
17 C 2.48 -0.62 1.47
18 C 3.85 -0.92 1.29
19 C 4.76 -0.79 2.34
20 C 4.33 -0.31 3.59
21 C 3.00 0.13 3.74
22 C 2.11 0.05 2.68
23 C -2.63 -0.24 0.87
24 C -2.40 -1.00 2.15
25 C -2.81 -2.27 2.30
26 C -2.68 -3.04 3.52
27 C -3.25 -4.33 3.59
28 C -3.12 -5.12 4.73
29 C -2.42 -4.63 5.84
30 C -1.88 -3.33 5.81
31 C -2.01 -2.54 4.67
32 H -5.96 0.50 0.87
33 H -5.03 -0.02 2.31
34 H -4.67 1.55 1.54
35 H -3.14 -2.15 -1.63
36 H -1.74 -0.68 -3.10
37 H -3.49 -0.44 -3.37
38 H -4.66 1.48 -2.65
39 H -4.62 3.88 -2.02
40 H -2.45 4.96 -1.38
41 H -0.35 3.59 -1.36
42 H -0.42 1.21 -2.08
43 H -0.40 -1.55 -1.36
44 H -0.19 0.01 1.34
45 H 1.78 -1.78 -0.22
46 H 4.18 -1.27 0.31
47 H 5.81 -1.06 2.20
48 H 5.01 -0.26 4.44
49 H 2.66 0.55 4.69
50 H 1.10 0.46 2.78
51 H -2.21 0.78 1.00
52 H -1.88 -0.45 2.93
53 H -3.29 -2.79 1.45
54 H -3.79 -4.69 2.71
55 H -3.57 -6.11 4.75
56 H -2.30 -5.25 6.73
57 H -1.36 -2.94 6.68
58 H -1.58 -1.53 4.64
59 C 3.56 4.01 -1.92
60 C 3.63 2.62 -2.48
61 C 3.07 1.59 -1.72
62 C 3.14 0.27 -2.20
63 C 3.77 0.03 -3.43
64 C 4.31 1.04 -4.20
65 C 4.24 2.35 -3.72
66 C 4.81 3.45 -4.57
67 N 3.71 -1.35 -3.63
68 C 3.07 -1.90 -2.56
69 N 2.73 -0.95 -1.69
70 H 3.98 4.76 -2.61
71 H 2.53 4.31 -1.69
72 H 4.12 4.09 -0.97
73 H 2.58 1.77 -0.75
74 H 4.79 0.80 -5.15
75 H 5.19 3.02 -5.50
76 H 4.06 4.21 -4.84
77 H 5.65 3.97 -4.08
78 H 4.07 -1.86 -4.43
79 H 2.89 -2.97 -2.50

Relative energy (zero: lowest compared OMol25 entry of this formula, charge and spin): 0.0 kcal per mole
Charge: +1

Löwdin atomic charge list, values in e, 8 entries:
1 C 0.0018
2 N -0.0360
3 C -0.3937
4 O 0.0820
5 C -0.1540
6 C -0.0767
7 C -0.2267
8 C -0.0355



C37H37N4O2OsTe | ωB97M-V/def2-TZVPD

Geometry (Å):
1 Os 1.28 0.41 -0.72
2 O 3.34 2.91 -3.13
3 C 2.71 2.40 -2.25
4 N 2.24 1.10 -2.26
5 C 2.51 0.26 -3.40
6 C 1.65 -0.97 -3.27
7 C 1.59 -1.94 -4.25
8 C 0.81 -3.06 -4.05
9 C 0.10 -3.18 -2.86
10 C 0.18 -2.19 -1.93
11 N 0.94 -1.08 -2.12
12 C 2.36 3.10 -0.96
13 C 2.73 4.40 -0.73
14 C 2.36 5.00 0.47
15 C 1.64 4.26 1.39
16 C 1.29 2.95 1.09
17 N 1.64 2.38 -0.07
18 H 3.56 -0.04 -3.42
19 H 2.30 0.79 -4.33
20 H 2.17 -1.81 -5.16
21 H 0.75 -3.83 -4.81
22 H -0.51 -4.05 -2.66
23 H -0.33 -2.25 -0.99
24 H 3.30 4.92 -1.49
25 H 2.64 6.02 0.69
26 H 1.34 4.67 2.35
27 H 0.73 2.34 1.79
28 C -5.78 3.49 -1.15
29 C -4.61 2.69 -0.68
30 C -3.49 2.51 -1.48
31 C -2.39 1.77 -1.06
32 C -1.24 1.59 -2.02
33 C -2.43 1.21 0.22
34 Te -0.85 0.07 1.03
35 N 2.36 -0.47 0.30
36 C 3.82 -0.44 0.22
37 O 4.29 -0.71 -0.85
38 C 4.50 0.01 1.43
39 C 5.88 0.22 1.38
40 C 6.54 0.65 2.51
41 C 5.84 0.86 3.69
42 C 4.47 0.64 3.75
43 C 3.79 0.22 2.62
44 C -1.57 -1.91 1.01
45 C -0.97 -2.75 1.96
46 C 0.13 -2.29 2.88
47 C -1.40 -4.07 2.03
48 C -2.40 -4.56 1.19
49 C -2.88 -5.98 1.32
50 C -2.95 -3.70 0.25
51 C -2.56 -2.38 0.13
52 C -3.17 -1.53 -0.96
53 C -3.54 1.36 1.06
54 C -3.63 0.72 2.42
55 C -4.61 2.10 0.58
56 H -5.65 3.83 -2.18
57 H -5.93 4.37 -0.52
58 H -6.70 2.90 -1.10
59 H -3.47 2.95 -2.47
60 H -1.49 1.99 -3.00
61 H -1.01 0.53 -2.17
62 H -0.36 2.14 -1.69
63 H 6.41 0.05 0.45
64 H 7.61 0.82 2.48
65 H 6.36 1.19 4.58
66 H 3.93 0.80 4.68
67 H 2.73 0.02 2.66
68 H -0.14 -1.40 3.45
69 H 1.04 -2.06 2.31
70 H 0.38 -3.07 3.59
71 H -0.95 -4.73 2.76
72 H -2.14 -6.61 1.80
73 H -3.13 -6.40 0.35
74 H -3.79 -6.01 1.93
75 H -3.72 -4.08 -0.42
76 H -3.66 -2.17 -1.69
77 H -2.41 -0.94 -1.48
78 H -3.91 -0.84 -0.57
79 H -2.77 0.95 3.05
80 H -3.70 -0.37 2.34
81 H -4.52 1.06 2.94
82 H -5.48 2.23 1.22

Relative energy (zero: lowest compared OMol25 entry of this formula, charge and spin): 0.0 kcal per mole
Multiplicity: 2
Charge: +2

Löwdin atomic charge list, values in e, 8 entries:
1 Os 1.3717
2 O 0.1576
3 C -0.4417
4 N -0.1454
5 C -0.1153
6 C -0.2128
7 C 0.0247
8 C 0.0074



C37H38AlBrO13PS | ωB97M-V/def2-TZVPD

Geometry (Å):
1 C 3.01 -2.74 4.15
2 C 4.51 -2.87 3.83
3 C 5.29 -1.55 3.74
4 C 5.18 -0.83 2.40
5 C 3.77 -0.39 1.99
6 C 3.21 0.74 2.88
7 Al 1.29 0.73 3.42
8 P 1.10 0.17 5.79
9 O 2.71 0.10 6.23
10 Br 0.56 2.25 6.53
11 S 0.01 -0.87 2.23
12 C -1.06 -1.72 3.41
13 O -0.90 -0.16 1.31
14 O 0.82 -1.93 1.61
15 H 2.67 -1.71 4.03
16 H 2.40 -3.34 3.47
17 H 2.78 -3.05 5.17
18 H 4.66 -3.44 2.90
19 H 4.98 -3.48 4.62
20 H 4.98 -0.90 4.57
21 H 6.35 -1.77 3.91
22 H 5.82 0.07 2.43
23 H 5.60 -1.48 1.62
24 H 3.81 -0.03 0.96
25 H 3.11 -1.27 1.99
26 H 3.38 1.70 2.38
27 H 3.80 0.79 3.81
28 H 0.52 2.11 3.17
29 H 3.22 0.84 5.87
30 H -0.59 -1.71 4.39
31 H -1.17 -2.75 3.07
32 H -2.02 -1.21 3.44
33 C -3.42 5.24 1.41
34 C -3.69 4.55 2.52
35 C -3.11 3.20 2.74
36 O -3.38 2.57 3.74
37 C -2.21 2.65 1.69
38 C -1.96 3.35 0.58
39 C -2.54 4.69 0.35
40 O -2.32 5.33 -0.66
41 H -3.84 6.22 1.22
42 H -4.33 4.93 3.30
43 H -1.78 1.68 1.84
44 H -1.32 2.96 -0.20
45 C 1.47 -5.74 0.20
46 C 1.04 -5.23 1.35
47 C 0.92 -6.07 2.56
48 O 0.53 -5.61 3.62
49 C 1.31 -7.50 2.45
50 C 1.74 -8.01 1.30
51 C 1.85 -7.17 0.08
52 O 2.24 -7.64 -0.97
53 H 1.56 -5.14 -0.70
54 H 0.77 -4.18 1.45
55 H 1.23 -8.09 3.36
56 H 2.03 -9.05 1.19
57 C -6.96 2.50 -2.99
58 C -5.88 1.98 -2.41
59 C -4.65 2.79 -2.20
60 O -3.67 2.32 -1.68
61 C -4.68 4.21 -2.66
62 C -5.76 4.72 -3.23
63 C -6.98 3.91 -3.44
64 O -7.97 4.38 -3.96
65 H -7.86 1.93 -3.15
66 H -5.83 0.95 -2.07
67 H -3.77 4.77 -2.49
68 H -5.80 5.75 -3.57
69 C -0.75 2.55 -3.08
70 C 0.48 2.33 -2.62
71 C 1.68 2.82 -3.35
72 O 2.80 2.62 -2.95
73 C 1.45 3.56 -4.62
74 C 0.22 3.78 -5.08
75 C -0.97 3.29 -4.34
76 O -2.09 3.47 -4.77
77 H -1.64 2.20 -2.57
78 H 0.67 1.79 -1.70
79 H 2.33 3.90 -5.14
80 H 0.02 4.31 -6.00
81 C 1.19 -1.55 -6.06
82 C 0.58 -2.52 -5.37
83 C -0.74 -2.29 -4.73
84 O -1.30 -3.18 -4.13
85 C -1.35 -0.95 -4.87
86 C -0.74 0.01 -5.57
87 C 0.57 -0.21 -6.22
88 O 1.12 0.66 -6.85
89 H 2.15 -1.69 -6.53
90 H 1.01 -3.50 -5.24
91 H -2.31 -0.80 -4.39
92 H -1.18 1.00 -5.69

DFT total energy: -162364.5983 eV
Charge: -1

Löwdin atomic charge list, values in e, 8 entries:
1 C -0.0917
2 C -0.2379
3 C -0.2277
4 C -0.2280
5 C -0.2814
6 C -0.2802
7 Al 0.1678
8 P 0.3245



C37H38As2BrN3O9PPd | ωB97M-V/def2-TZVPD

Geometry (Å):
1 Pd 1.53 -0.75 -1.71
2 Br -3.64 1.98 7.80
3 C -2.17 2.52 6.71
4 C -1.26 3.43 7.21
5 C -0.22 3.84 6.42
6 C -0.05 3.35 5.12
7 C -0.99 2.40 4.64
8 C -2.04 2.00 5.43
9 N 0.83 4.05 4.33
10 N 1.37 3.72 3.26
11 C 1.55 2.48 2.74
12 C 1.54 1.26 3.44
13 C 1.67 0.06 2.80
14 C 1.77 -0.04 1.39
15 O 1.77 -1.16 0.80
16 C 1.89 1.22 0.66
17 N 2.04 1.17 -0.68
18 C 2.12 2.28 -1.38
19 C 2.05 3.54 -0.79
20 C 1.87 3.63 0.57
21 C 1.81 2.45 1.34
22 H -1.39 3.83 8.21
23 H 0.50 4.57 6.79
24 H -0.89 2.00 3.64
25 H -2.76 1.28 5.05
26 H 1.42 1.28 4.52
27 H 1.64 -0.86 3.35
28 H 2.26 2.17 -2.46
29 H 2.13 4.42 -1.40
30 H 1.77 4.58 1.07
31 C 6.01 -1.89 -0.43
32 P 4.22 -1.53 0.01
33 C 3.73 -3.28 0.37
34 C 3.67 -1.39 -1.74
35 C 4.21 -0.33 -2.50
36 C 4.05 -0.28 -3.87
37 C 3.33 -1.28 -4.53
38 C 2.76 -2.31 -3.81
39 C 2.91 -2.37 -2.41
40 H 6.49 -0.98 -0.76
41 H 6.10 -2.65 -1.20
42 H 6.53 -2.23 0.47
43 H 4.13 -3.96 -0.37
44 H 2.64 -3.33 0.42
45 H 4.13 -3.54 1.35
46 H 4.78 0.44 -1.99
47 H 4.52 0.51 -4.45
48 H 3.24 -1.26 -5.61
49 H 2.20 -3.09 -4.31
50 H 2.58 -3.27 -1.89
51 C 0.04 0.44 -4.39
52 O -0.57 0.55 -3.12
53 C -0.41 -0.56 -2.32
54 O -0.14 -1.67 -2.84
55 C -0.65 -0.34 -0.92
56 C -1.56 0.66 -0.59
57 As -3.06 0.52 -1.80
58 C -4.59 0.59 -0.52
59 C -3.14 -1.50 -1.73
60 C -2.34 -2.31 -1.00
61 As -0.60 -2.05 -0.02
62 C -1.45 -1.58 1.69
63 C -2.69 -3.70 -0.62
64 O -3.30 -3.88 0.41
65 O -2.09 -4.73 -1.22
66 C -1.27 -4.51 -2.35
67 C -4.25 -2.26 -2.37
68 O -4.39 -3.45 -2.18
69 O -5.15 -1.73 -3.23
70 C -5.09 -0.46 -3.85
71 C -1.61 1.43 0.60
72 O -0.83 1.42 1.54
73 O -2.64 2.34 0.55
74 C -2.78 3.17 1.68
75 H -0.05 1.43 -4.85
76 H -0.46 -0.31 -5.01
77 H 1.10 0.16 -4.27
78 H -4.95 1.61 -0.39
79 H -4.28 0.20 0.45
80 H -5.42 -0.03 -0.88
81 H -2.33 -0.96 1.53
82 H -0.73 -1.03 2.30
83 H -1.75 -2.49 2.20
84 H -1.07 -5.49 -2.78
85 H -0.32 -4.03 -2.05
86 H -1.76 -3.87 -3.08
87 H -5.87 -0.49 -4.61
88 H -4.12 -0.28 -4.33
89 H -5.31 0.35 -3.15
90 H -3.62 3.84 1.49
91 H -1.87 3.75 1.84
92 H -2.97 2.58 2.57

Relative energy (zero: lowest compared OMol25 entry of this formula, charge and spin): 58.7 kcal per mole
Charge: -1

Löwdin atomic charge list, values in e, 8 entries:
1 Pd 0.7951
2 Br 0.6778
3 C -0.6937
4 C -0.1486
5 C -0.0349
6 C -0.2842
7 C -0.0324
8 C -0.1289



C37H38AsBrN2O3Ru | ωB97M-V/def2-TZVPD

Geometry (Å):
1 Ru 0.22 2.04 -1.67
2 C -3.14 3.56 0.58
3 C -2.46 2.89 -0.58
4 O -1.27 2.56 -0.37
5 C -3.15 2.61 -1.81
6 C -4.57 2.62 -1.81
7 C -5.29 2.24 -2.90
8 C -4.59 1.85 -4.06
9 C -3.23 1.84 -4.11
10 C -2.46 2.23 -2.99
11 O -1.16 2.25 -3.12
12 H -2.38 4.02 1.20
13 H -3.67 2.81 1.18
14 H -3.86 4.30 0.26
15 H -5.09 2.91 -0.90
16 H -6.37 2.23 -2.88
17 H -5.15 1.55 -4.94
18 H -2.69 1.56 -5.00
19 O 5.23 0.83 -4.96
20 C 4.06 1.06 -4.34
21 C 2.89 0.34 -4.64
22 C 1.74 0.60 -3.95
23 N 1.71 1.55 -2.99
24 C 2.82 2.23 -2.75
25 Br 1.53 4.09 -0.93
26 C 4.02 2.05 -3.37
27 H 5.14 0.11 -5.60
28 H 2.89 -0.42 -5.41
29 H 0.82 0.07 -4.13
30 H 4.90 2.64 -3.14
31 C 4.85 -0.49 4.60
32 C 3.59 -0.35 3.79
33 C 2.99 0.89 3.60
34 C 1.84 1.03 2.84
35 C 1.23 2.40 2.66
36 C 1.27 -0.12 2.27
37 As -0.20 0.23 1.09
38 N 0.53 0.37 -0.53
39 C 1.52 -0.61 -0.89
40 C 1.13 -1.80 -1.49
41 C 2.10 -2.71 -1.91
42 C 3.44 -2.44 -1.73
43 C 3.83 -1.25 -1.11
44 C 2.87 -0.34 -0.69
45 C -1.68 -0.96 1.33
46 C -2.49 -1.37 0.27
47 C -2.44 -0.84 -1.14
48 C -3.47 -2.33 0.53
49 C -3.71 -2.81 1.81
50 C -4.77 -3.84 2.06
51 C -2.96 -2.29 2.86
52 C -1.97 -1.35 2.67
53 C -1.28 -0.80 3.89
54 C 1.84 -1.38 2.45
55 C 1.30 -2.67 1.88
56 C 3.00 -1.46 3.21
57 H 5.18 0.48 4.98
58 H 5.65 -0.92 4.01
59 H 4.69 -1.15 5.46
60 H 3.44 1.77 4.05
61 H 1.80 3.15 3.20
62 H 0.20 2.44 3.03
63 H 1.23 2.70 1.61
64 H 0.08 -2.01 -1.63
65 H 1.79 -3.64 -2.38
66 H 4.19 -3.14 -2.05
67 H 4.87 -1.03 -0.95
68 H 3.15 0.59 -0.20
69 H -1.59 -0.19 -1.33
70 H -3.36 -0.29 -1.35
71 H -2.40 -1.67 -1.86
72 H -4.08 -2.68 -0.29
73 H -5.34 -4.06 1.16
74 H -5.47 -3.49 2.83
75 H -4.33 -4.77 2.43
76 H -3.18 -2.61 3.87
77 H -1.91 -0.96 4.76
78 H -1.09 0.28 3.83
79 H -0.32 -1.28 4.08
80 H 0.35 -2.55 1.36
81 H 1.15 -3.40 2.68
82 H 2.01 -3.09 1.17
83 H 3.46 -2.44 3.35

Relative energy (zero: lowest compared OMol25 entry of this formula, charge and spin): 21.0 kcal per mole
Multiplicity: 6
Charge: +1

natural (NBO) atomic charge list, values in e, 8 entries:
1 Ru 1.3054
2 C -0.7084
3 C 0.6399
4 O -0.6180
5 C -0.3174
6 C -0.1199
7 C -0.2651
8 C -0.1415